{
  "formula": "C4H11NO",
  "method": "ωB97M-V/def2-TZVPD",
  "total_charge": 1,
  "gap_ev": [10.1, 5.5],
  "multiplicity": 2,
  "relative_energy_kcal_mol": 37.5,
  "elements": ["C", "C", "H", "H", "H", "H", "H", "H", "C", "C", "O", "N", "H", "H", "H", "H", "H"],
  "positions_angstrom": [[0.50673, 0.89092, -1.67485], [1.83860, 0.94944, -2.46479], [0.22879, 1.89583, -1.35947], [-0.32422, 0.49605, -2.24222], [0.63822, 0.22389, -0.81657], [2.65004, 0.51949, -1.89470], [2.05477, 1.97628, -2.73462], [1.74001, 0.41273, -3.40919], [-0.96518, 0.25308, 1.58527], [-1.36245, -1.19313, 1.54618], [-1.96274, -1.59041, 0.51763], [-0.87594, -2.03660, 2.42532], [0.11626, 0.26189, 1.69413], [-1.36021, 0.82868, 2.41693], [-1.10139, -3.02586, 2.40731], [-0.59814, -1.66294, 3.32527], [-1.22315, 0.80064, 0.67837]],
  "forces_ev_per_angstrom": [[0.620, -0.039, 0.057], [-0.965, -0.083, -0.361], [-0.068, -0.088, 0.327], [-0.139, -0.083, -0.358], [-0.112, 0.211, 0.101], [0.255, 0.060, 0.025], [0.272, 0.118, 0.079], [0.154, -0.126, 0.113], [-0.009, 0.827, -0.299], [1.173, -0.075, 0.246], [-0.385, 0.100, -0.251], [-0.726, -0.046, 0.489], [0.191, -0.133, -0.152], [-0.448, -0.388, 0.316], [-0.023, 0.067, -0.155], [0.256, -0.013, -0.124], [-0.046, -0.309, -0.054]]
}

{
  "formula": "C6H9N3OS",
  "method": "ωB97M-V/def2-TZVPD",
  "smiles": "C[S@](=O)(=NN)c1ccncc1",
  "gap_ev": 8.9,
  "relative_energy_kcal_mol": 95.8,
  "elements": ["C", "S", "O", "N", "N", "C", "C", "C", "N", "C", "C", "H", "H", "H", "H", "H", "H", "H", "H", "H"],
  "positions_angstrom": [[-1.33984, 1.64260, -0.79029], [-0.18458, 1.08089, 0.55285], [-1.04139, 1.09006, 1.69590], [1.27034, 1.74136, 0.62077], [1.40985, 2.51752, 1.82187], [0.02206, -0.57938, -0.00171], [1.18998, -0.82413, -0.75799], [1.32547, -2.18797, -1.24237], [0.46749, -3.16867, -0.97071], [-0.59997, -2.85829, -0.28373], [-0.90453, -1.61270, 0.24752], [-1.64736, 2.77116, -0.66649], [-0.94067, 1.46944, -1.85713], [-2.33375, 1.26471, -0.62562], [1.25375, 1.89910, 2.54689], [0.91362, 3.42231, 1.82518], [1.96436, 0.00528, -0.94789], [2.07960, -2.62859, -1.76995], [-1.11831, -3.78021, -0.20205], [-1.78612, -1.26446, 0.80494]],
  "forces_ev_per_angstrom": [[0.429, 2.619, -1.170], [-0.142, 0.866, -1.534], [-0.622, -0.030, 1.573], [-1.480, -0.436, -0.374], [0.722, 1.513, -2.230], [1.723, -1.083, -1.289], [0.456, -1.114, -0.656], [-1.666, 1.999, 1.978], [1.091, 1.278, -0.627], [-0.880, -0.363, 0.737], [0.257, 1.741, -0.055], [1.492, -1.756, -0.096], [-0.599, 0.187, 1.825], [-0.084, -1.229, 0.044], [-0.648, -0.603, 2.231], [0.124, -1.066, 0.169], [-1.378, -1.581, 0.337], [2.640, 0.147, -1.554], [-1.659, -0.116, 0.878], [0.223, -0.975, -0.187]]
}

{
  "formula": "C2H9N2S",
  "method": "ωB97M-V/def2-TZVPD",
  "total_charge": 1,
  "gap_ev": 8.5,
  "relative_energy_kcal_mol": 89.0,
  "elements": ["C", "C", "N", "N", "S", "H", "H", "H", "H", "H", "H", "H", "H", "H"],
  "positions_angstrom": [[-0.83873, 0.38249, -0.32003], [-0.02203, 1.33174, 0.44075], [-0.38471, -1.70352, 0.20623], [1.40433, 1.31845, 0.43278], [-0.59579, -2.77175, -1.13861], [-1.91137, 0.30581, -0.36692], [-0.42972, 0.01438, -1.31671], [-0.51743, 1.49353, 1.38369], [-0.32735, 2.24655, 0.04998], [-0.96547, -1.72021, 1.03996], [1.87109, 1.44888, 1.35487], [1.77774, 1.59624, -0.49418], [0.53133, -1.67032, 0.62786], [0.40811, -2.27225, -1.89966]],
  "forces_ev_per_angstrom": [[2.399, -3.016, -2.556], [-0.246, -0.843, 1.246], [0.003, 3.010, 0.472], [-0.063, -1.005, -0.106], [-0.214, -0.254, 0.241], [-0.357, 0.334, 0.700], [-0.418, 0.905, 1.267], [0.441, -0.357, 1.076], [-1.204, 2.102, -1.599], [-0.861, -0.954, -0.598], [-0.315, 0.155, -1.830], [0.311, -0.051, 1.755], [0.717, -0.115, -0.473], [-0.193, 0.091, 0.406]]
}

{
  "formula": "C3HO3Tl",
  "method": "ωB97M-V/def2-TZVPD",
  "gap_ev": 7.9,
  "elements": ["C", "C", "O", "H", "O", "C", "O", "Tl"],
  "positions_angstrom": [[1.61680, 0.08839, 0.03979], [0.40710, 0.13474, 0.08301], [2.89871, -0.06970, 0.03860], [3.21057, -0.56094, -0.73462], [-1.48473, 1.15105, -0.15504], [-1.07032, 0.09254, 0.42375], [-1.66577, -1.00313, 0.25851], [-3.91236, 0.16705, 0.04600]],
  "forces_ev_per_angstrom": [[-2.388, -0.412, 0.092], [1.357, -0.844, 2.590], [1.350, 0.198, -0.244], [-0.193, 0.058, 0.102], [-2.484, 0.933, 2.332], [2.395, 0.283, -7.258], [-0.849, -0.253, 2.510], [0.811, 0.037, -0.123]]
}

{
  "formula": "C23H22F2I2O9",
  "method": "ωB97M-V/def2-TZVPD",
  "smiles": "CCCCOC1=CC(=O)c2cc(/C(I)=C(/C)I)ccc2C1=O.O=C1OC[C@@H](F)O1.O=C1OC[C@@H](F)O1",
  "gap_ev": 8.0,
  "relative_energy_kcal_mol": 0.0,
  "elements": ["C", "C", "C", "C", "O", "C", "C", "C", "O", "C", "C", "C", "C", "I", "C", "C", "I", "C", "C", "C", "C", "O", "H", "H", "H", "H", "H", "H", "H", "H", "H", "H", "H", "H", "H", "H", "H", "H", "O", "C", "O", "C", "C", "F", "O", "H", "H", "H", "O", "C", "O", "C", "C", "F", "O", "H", "H", "H"],
  "positions_angstrom": [[3.72046, -0.81727, 1.37426], [4.86965, -0.35134, 0.45982], [4.46623, -0.27469, -1.01844], [4.02902, 1.11896, -1.53187], [4.23183, 2.16523, -0.57085], [3.09457, 2.65174, -0.02965], [2.86608, 2.66870, 1.28794], [1.61554, 3.27741, 1.80768], [1.54011, 3.79603, 2.89794], [0.44088, 3.20175, 0.88202], [-0.85514, 3.10717, 1.36186], [-1.91269, 2.98438, 0.46419], [-3.29053, 2.79964, 0.98017], [-4.21842, 4.56787, 1.60828], [-3.92286, 1.63350, 1.06163], [-5.30835, 1.35612, 1.56516], [-2.93569, -0.11701, 0.43883], [-1.67354, 3.01781, -0.91018], [-0.37961, 3.13856, -1.39269], [0.67773, 3.21272, -0.49521], [2.08880, 3.27162, -0.97324], [2.42013, 3.77132, -2.01965], [3.78403, -1.89396, 1.54489], [2.74375, -0.62869, 0.92571], [3.76473, -0.34611, 2.35708], [5.66980, -1.09183, 0.53794], [5.29453, 0.58580, 0.81148], [5.26602, -0.64819, -1.66191], [3.61623, -0.93748, -1.16470], [2.98484, 1.07834, -1.84863], [4.60341, 1.39234, -2.41747], [3.59285, 2.25852, 1.97690], [-1.02870, 3.10057, 2.43038], [-5.98702, 1.19761, 0.72832], [-5.29317, 0.45156, 2.17112], [-5.65807, 2.17188, 2.19667], [-2.49132, 2.92371, -1.61287], [-0.16848, 3.16100, -2.45348], [-7.30860, -1.09261, 1.19412], [-7.25099, -1.99847, 1.95127], [-8.24901, -2.38999, 2.77863], [-7.85692, -3.60593, 3.42009], [-6.34676, -3.54653, 3.31155], [-5.79023, -4.77043, 3.15767], [-6.15756, -2.79198, 2.13099], [-8.24729, -4.45698, 2.86029], [-8.22546, -3.63154, 4.44116], [-5.85042, -3.03974, 4.14103], [2.15600, -1.60518, -2.79064], [2.93814, -2.27293, -3.37631], [3.41764, -2.00015, -4.61146], [4.44848, -2.94418, -4.91668], [4.11042, -4.09168, -3.98616], [5.21183, -4.73563, -3.53704], [3.48046, -3.42854, -2.90549], [5.42006, -2.51904, -4.66091], [4.42252, -3.20614, -5.97002], [3.42007, -4.82760, -4.40155]],
  "forces_ev_per_angstrom": [[0.159, -0.029, -0.013], [0.103, -0.505, 0.042], [-0.167, 0.235, 0.139], [0.123, -0.221, -0.446], [-0.182, 0.159, 0.188], [-0.014, -0.201, 0.035], [0.019, 0.046, -0.256], [0.083, 0.039, -0.064], [-0.040, -0.257, 0.140], [-0.045, -0.009, -0.255], [0.116, 0.066, -0.099], [-0.020, 0.118, -0.035], [0.063, -0.432, -0.111], [-0.027, 0.136, 0.015], [-0.173, 0.134, 0.104], [0.371, 0.095, 0.202], [0.075, 0.011, -0.055], [0.130, -0.010, 0.012], [0.132, 0.122, 0.173], [-0.029, -0.009, 0.115], [-0.150, 0.002, 0.180], [0.012, -0.214, -0.139], [-0.061, 0.014, -0.071], [-0.018, 0.171, 0.102], [-0.085, 0.043, -0.028], [0.043, 0.102, 0.048], [-0.051, 0.084, -0.110], [0.088, 0.093, 0.083], [0.097, -0.119, 0.004], [-0.013, 0.108, 0.132], [0.029, 0.065, 0.085], [0.005, 0.203, 0.104], [-0.023, 0.031, 0.004], [-0.080, -0.038, 0.068], [-0.103, -0.039, -0.110], [-0.086, 0.060, -0.155], [-0.094, -0.001, 0.102], [-0.046, 0.005, -0.014], [-0.068, -0.009, -0.079], [-0.017, -0.112, -0.010], [-0.010, -0.032, 0.021], [-0.067, -0.026, 0.044], [-0.010, 0.024, -0.093], [-0.034, -0.017, -0.072], [0.072, 0.137, 0.156], [0.065, -0.045, 0.003], [-0.024, 0.136, -0.012], [0.058, -0.090, 0.027], [-0.063, -0.004, -0.027], [0.007, 0.077, -0.033], [0.070, -0.054, -0.031], [0.027, 0.037, -0.063], [0.001, 0.083, 0.076], [0.033, 0.060, 0.046], [-0.154, -0.128, -0.106], [0.031, -0.063, 0.032], [-0.128, 0.054, -0.005], [0.071, -0.080, 0.009]]
}

{
  "formula": "C2H6O2",
  "method": "ωB97M-V/def2-TZVPD",
  "smiles": "O=CO.C",
  "gap_ev": 11.8,
  "relative_energy_kcal_mol": 2.9,
  "elements": ["O", "C", "O", "H", "H", "C", "H", "H", "H", "H"],
  "positions_angstrom": [[-0.08397, 0.46914, -1.57675], [0.18995, -0.62372, -1.97286], [0.52824, -1.65727, -1.18935], [0.32173, -0.84004, -3.03957], [0.38567, -1.48844, -0.24876], [-0.22972, 0.79437, 1.59760], [-0.12697, 0.61041, 0.53356], [0.63987, 0.63050, 2.22667], [-0.52472, 1.84177, 1.66462], [-1.10009, 0.26328, 2.00485]],
  "forces_ev_per_angstrom": [[-0.446, 0.170, -0.108], [0.822, 0.429, 0.313], [-0.163, -0.673, -0.608], [-0.146, -0.443, 0.114], [-0.056, 0.472, -0.013], [-1.045, 0.491, 0.356], [0.336, -0.261, 0.211], [0.144, -0.140, -0.242], [0.225, 0.157, 0.105], [0.330, -0.202, -0.127]]
}

{
  "formula": "C10H13NO",
  "method": "ωB97M-V/def2-TZVPD",
  "smiles": "Cc1c[nH]c2ccccc12.CO",
  "gap_ev": 8.7,
  "relative_energy_kcal_mol": 21.2,
  "elements": ["C", "C", "C", "N", "C", "C", "C", "C", "C", "C", "H", "H", "H", "H", "H", "H", "H", "H", "H", "C", "O", "H", "H", "H", "H"],
  "positions_angstrom": [[0.16241, -1.88570, 2.07646], [0.78826, -0.88102, 1.18650], [1.98184, -1.05393, 0.56018], [2.46863, 0.18691, 0.10230], [1.42398, 1.08592, 0.23778], [1.40313, 2.45857, -0.05333], [0.34617, 3.19416, 0.41617], [-0.67989, 2.66119, 1.24335], [-0.61257, 1.31905, 1.52147], [0.39794, 0.49448, 0.99778], [0.03808, -2.83391, 1.50657], [-0.77863, -1.50759, 2.51890], [0.70493, -2.21437, 2.95615], [2.71757, -1.84509, 0.45189], [3.07340, 0.30111, -0.69970], [2.15186, 2.91434, -0.69423], [0.08687, 4.15567, -0.04010], [-1.48118, 3.30507, 1.56085], [-1.41630, 0.84740, 2.08788], [-2.10564, -2.06469, -3.23296], [-2.25191, -0.67103, -2.85457], [-3.04806, -2.55114, -2.95845], [-1.33536, -2.62137, -2.70570], [-1.78803, -2.05585, -4.28086], [-2.24748, -0.73819, -1.90434]],
  "forces_ev_per_angstrom": [[-1.138, -1.007, -0.032], [0.676, -0.236, 0.439], [1.316, 1.030, -0.355], [-1.384, -0.084, -0.823], [0.408, 0.882, 1.058], [-0.019, -0.328, -0.356], [-1.477, 0.620, -0.477], [1.409, -0.450, -0.889], [-1.047, -0.810, 0.365], [0.723, 0.471, -0.094], [-0.551, 0.568, 0.391], [0.126, -0.414, -0.660], [0.739, 0.409, 0.075], [-0.674, -0.346, 0.340], [0.136, -0.349, 0.216], [-0.047, -0.053, 0.064], [0.769, 0.049, 0.479], [-0.181, -0.085, 0.148], [0.189, 0.116, 0.097], [-0.263, 0.785, -0.054], [0.622, -1.167, -0.165], [0.043, -0.281, -0.880], [0.407, 0.342, 0.389], [-0.723, -0.306, 0.105], [-0.059, 0.645, 0.620]]
}

{
  "formula": "C3H8O4",
  "method": "ωB97M-V/def2-TZVPD",
  "gap_ev": 10.1,
  "relative_energy_kcal_mol": 62.4,
  "elements": ["C", "C", "C", "O", "O", "O", "O", "H", "H", "H", "H", "H", "H", "H", "H"],
  "positions_angstrom": [[0.07744, 1.12895, -0.42143], [1.36218, -1.26540, 0.20580], [-2.07410, 0.39444, -1.03275], [1.20229, -0.48332, -0.79044], [-0.86995, 1.12036, -1.34092], [-0.20744, 0.97594, 0.80944], [1.67500, -0.26763, 1.61605], [0.74963, 0.46313, 1.38170], [1.49759, -0.76610, 2.42388], [0.92887, 1.72208, -0.74752], [0.48487, -1.79927, 0.60723], [2.27546, -1.87128, 0.20701], [-1.82648, -0.63819, -0.78583], [-2.67778, 0.42949, -1.93600], [-2.59756, 0.85680, -0.19619]],
  "forces_ev_per_angstrom": [[-0.434, 0.274, 0.456], [-0.079, 0.058, -0.318], [0.138, 0.032, 0.110], [0.018, 0.015, 0.327], [0.150, -0.195, 0.131], [-0.012, -0.103, -0.583], [-0.384, 0.256, -0.224], [0.470, -0.338, 0.013], [-0.015, 0.006, -0.044], [0.047, -0.230, -0.007], [0.038, 0.105, 0.056], [-0.042, 0.062, 0.107], [0.010, 0.040, -0.021], [0.058, 0.031, 0.065], [0.038, -0.014, -0.067]]
}

| no. | largest force on an atom (eV/A) | energy (a.u.) |
| --- | --- | --- |
| 1 | 1.201 | -288.65555 |
| 2 | 3.269 | -871.55426 |
| 3 | 4.624 | -588.92800 |
| 4 | 7.648 | -513.00738 |
| 5 | 0.518 | -2361.89379 |
| 6 | 1.208 | -230.27606 |
| 7 | 1.726 | -518.80909 |
| 8 | 0.687 | -419.99197 |